Entry from OMol25: a structure of composition C31H47BF4N3OP2S2TeTl (ωB97M-V/def2-TZVPD).

Each line ends with the natural charge from an NBO analysis.
Geometry (Å):
Tl: 0.238 0.679 -1.118  0.614
C: 1.168 -6.224 1.502  -0.619
C: 2.653 -5.896 1.443  -0.214
N: 2.945 -4.494 1.763  -0.405
C: 3.476 -4.213 3.095  -0.213
C: 2.451 -4.411 4.201  -0.626
C: 2.623 -3.565 0.856  0.403
S: 2.808 -1.829 1.285  -0.119
N: 2.257 -3.926 -0.337  -0.644
C: 1.569 -3.131 -1.199  0.687
O: 0.704 -2.317 -0.863  -0.664
C: 1.854 -3.361 -2.649  -0.172
C: 2.700 -4.380 -3.077  -0.163
C: 2.944 -4.555 -4.431  -0.225
C: 2.350 -3.712 -5.361  -0.197
C: 1.508 -2.692 -4.937  -0.224
C: 1.260 -2.520 -3.585  -0.115
H: 1.011 -7.273 1.247  0.214
H: 0.614 -5.614 0.791  0.228
H: 0.761 -6.049 2.497  0.210
H: 3.042 -6.101 0.445  0.221
H: 3.212 -6.501 2.157  0.198
H: 3.852 -3.194 3.108  0.233
H: 4.329 -4.880 3.244  0.194
H: 1.565 -3.800 4.023  0.227
H: 2.882 -4.109 5.157  0.222
H: 2.144 -5.454 4.284  0.202
H: 3.155 -5.029 -2.343  0.227
H: 3.600 -5.350 -4.761  0.212
H: 2.546 -3.850 -6.417  0.211
H: 1.042 -2.029 -5.655  0.218
H: 0.603 -1.731 -3.247  0.223
C: 0.404 2.598 2.947  -0.942
P: -0.902 2.360 1.682  0.839
C: -2.318 1.918 2.754  -0.950
C: -1.299 4.129 1.305  -0.713
C: -2.234 4.281 0.102  -0.707
P: -1.570 3.483 -1.427  0.830
C: -2.764 4.128 -2.661  -0.940
C: -0.135 4.580 -1.767  -0.945
H: 0.114 3.322 3.713  0.216
H: 1.327 2.930 2.469  0.231
H: 0.605 1.640 3.431  0.242
H: -2.448 2.636 3.569  0.211
H: -2.155 0.924 3.172  0.253
H: -3.235 1.864 2.166  0.243
H: -0.351 4.638 1.106  0.221
H: -1.732 4.610 2.188  0.221
H: -2.432 5.340 -0.098  0.216
H: -3.200 3.812 0.316  0.225
H: -2.810 5.220 -2.666  0.217
H: -3.759 3.738 -2.439  0.231
H: -2.485 3.774 -3.654  0.240
H: -0.395 5.638 -1.680  0.217
H: 0.227 4.389 -2.778  0.235
H: 0.682 4.355 -1.081  0.236
C: -3.966 -0.041 -1.635  -0.427
N: -3.733 -1.508 -1.742  -0.373
C: -4.849 -2.156 -2.463  -0.411
C: -2.374 -1.871 -2.328  -0.252
C: -1.949 -0.943 -3.426  -0.041
C: -2.372 -1.180 -4.735  -0.249
C: -2.017 -0.307 -5.753  -0.243
C: -1.228 0.795 -5.451  -0.215
C: -0.796 0.998 -4.144  -0.278
C: -1.139 0.148 -3.089  -0.531
H: -4.842 0.107 -1.008  0.227
H: -4.118 0.356 -2.636  0.216
H: -3.098 0.424 -1.180  0.271
H: -3.706 -1.899 -0.786  0.477
H: -4.849 -1.807 -3.494  0.221
H: -5.785 -1.887 -1.979  0.222
H: -4.713 -3.234 -2.432  0.221
H: -2.463 -2.909 -2.652  0.208
H: -1.676 -1.821 -1.496  0.264
H: -2.958 -2.064 -4.971  0.196
H: -2.339 -0.493 -6.770  0.210
H: -0.936 1.481 -6.238  0.207
H: -0.152 1.858 -3.955  0.191
F: -2.462 -1.474 2.658  -0.554
B: -3.048 -1.249 1.418  1.342
F: -4.231 -0.523 1.508  -0.560
F: -3.332 -2.490 0.770  -0.565
F: -2.133 -0.549 0.587  -0.577
Te: 0.507 -1.565 1.891  0.729
C: 0.893 -1.102 3.911  -0.553
C: -0.061 -1.041 4.887  -0.309
C: 0.460 -0.599 6.137  -0.251
C: 1.793 -0.338 6.086  -0.437
S: 2.421 -0.606 4.512  0.446
H: -1.097 -1.299 4.718  0.247
H: -0.134 -0.496 7.034  0.224
H: 2.439 -0.013 6.884  0.237

Output
LUMO energy, eV: 0.3
HOMO energy, eV: -6.7871
HOMO-LUMO gap, hartree: 0.2588

Entry from OMol25: a structure of composition C31H47BN11O8PW (ωB97M-V/def2-TZVPD).

Each line ends with the Löwdin spin population.
Geometry (Å):
W: 0.707 -1.037 0.986  1.612
C: -1.372 4.164 -2.918  0.000
O: -1.478 2.794 -2.515  0.001
C: -1.143 1.829 -3.420  0.000
C: -0.880 2.077 -4.762  0.000
C: -0.573 1.031 -5.620  0.001
C: -0.522 -0.271 -5.151  0.000
C: -0.778 -0.522 -3.813  0.001
C: -1.088 0.515 -2.942  0.001
N: -1.413 0.172 -1.597  0.009
C: -0.856 0.642 -0.479  0.015
N: -0.055 1.683 -0.427  0.018
C: 0.680 2.015 0.752  0.016
C: 1.151 0.996 1.586  -0.003
C: 1.793 1.413 2.756  0.022
C: 2.019 2.757 3.013  -0.002
C: 1.603 3.743 2.127  0.022
C: 0.905 3.370 0.988  0.000
O: 0.406 4.223 0.052  -0.003
C: 0.703 5.610 0.216  0.000
N: -1.067 -0.117 0.686  0.005
C: -1.908 0.431 1.708  0.018
C: -1.917 -0.178 2.958  0.000
C: -2.671 0.334 4.000  0.002
C: -3.444 1.464 3.795  -0.008
C: -3.500 2.051 2.538  0.002
C: -2.764 1.523 1.486  -0.004
O: -2.821 1.996 0.204  -0.003
C: -3.585 3.168 -0.057  0.000
H: -1.510 4.743 -2.010  0.000
H: -2.146 4.418 -3.642  0.000
H: -0.388 4.370 -3.340  0.000
H: -0.929 3.085 -5.147  0.000
H: -0.373 1.242 -6.661  0.000
H: -0.267 -1.083 -5.818  0.000
H: -0.703 -1.527 -3.413  0.000
H: -1.707 -0.800 -1.447  0.000
H: -0.090 2.356 -1.188  0.000
H: 2.100 0.687 3.496  0.001
H: 2.525 3.048 3.924  -0.001
H: 1.800 4.782 2.346  0.001
H: 0.266 6.117 -0.639  0.000
H: 1.781 5.778 0.223  0.000
H: 0.261 5.998 1.134  0.000
H: -1.320 -1.065 3.117  0.003
H: -2.644 -0.147 4.968  0.000
H: -4.018 1.890 4.607  0.000
H: -4.117 2.925 2.387  0.000
H: -3.545 3.311 -1.133  0.000
H: -3.153 4.035 0.446  0.000
H: -4.622 3.048 0.265  0.000
B: 1.472 -2.349 5.443  0.022
C: 1.223 -1.958 3.987  0.086
N: 1.028 -1.625 2.883  0.042
H: 1.483 -1.298 6.044  0.005
H: 2.544 -2.907 5.465  0.008
H: 0.558 -3.069 5.768  0.010
N: -4.518 -1.040 -0.151  0.000
C: -4.730 -2.528 -0.101  0.000
P: -3.277 -3.402 -0.808  0.000
O: -3.257 -4.777 -0.260  0.000
O: -2.180 -2.393 -0.649  0.000
C: -3.471 -3.740 -2.628  0.000
N: -2.600 -4.958 -2.790  0.000
H: -5.086 -0.546 0.540  0.000
H: -4.716 -0.640 -1.068  0.000
H: -3.521 -0.865 0.055  0.000
H: -5.710 -2.812 -0.476  0.000
H: -4.671 -2.804 0.954  0.000
H: -3.122 -2.955 -3.294  0.000
H: -4.490 -4.028 -2.883  0.000
H: -1.610 -4.696 -2.786  0.000
H: -2.799 -5.499 -3.631  0.000
H: -2.758 -5.523 -1.927  0.000
O: 0.302 -3.718 -1.678  0.023
N: 0.495 -2.900 -0.834  0.018
O: 0.636 -3.165 0.400  0.000
O: 0.577 -1.642 -1.101  0.031
C: 3.835 -1.205 1.881  0.006
N: 2.983 -1.193 0.618  0.008
C: 3.394 -2.435 -0.160  0.001
N: 4.804 -2.465 -0.438  -0.001
C: 5.552 -2.440 0.823  0.000
N: 5.240 -1.229 1.579  0.003
C: 5.593 -0.060 0.773  0.000
N: 4.855 -0.055 -0.496  0.001
C: 3.446 -0.008 -0.209  0.006
C: 5.166 -1.286 -1.224  0.000
H: 3.564 -2.090 2.456  0.000
H: 3.591 -0.313 2.449  0.000
H: 2.858 -2.428 -1.109  0.000
H: 3.113 -3.305 0.432  0.000
H: 6.618 -2.468 0.606  0.000
H: 5.291 -3.317 1.417  0.000
H: 6.662 -0.075 0.565  0.000
H: 5.354 0.848 1.329  0.000
H: 2.872 -0.017 -1.141  0.002
H: 3.220 0.895 0.352  0.000
H: 6.233 -1.314 -1.441  0.000
H: 4.617 -1.296 -2.168  0.000

Output
LUMO energy (alpha / beta), eV: -6.1 / -5.7
Net charge: +2
Expectation value of S²: 2.03
HOMO energy (alpha / beta), eV: -12.7414 / -13.0552
HOMO-LUMO gap (alpha / beta), hartree: 0.2444 / 0.2688
2S+1: 3
ΔE to the lowest compared entry with this formula, charge and spin, kcal per mole: 34.53

Entry from OMol25: a cluster of 2 separate species, C31H47BrCl2NO7S in total (ωB97M-V/def2-TZVPD).

Each line ends with the Löwdin charge.
Geometry (Å):
C: 9.257 0.657 -0.916  0.088
C: 8.009 1.100 -0.828  -0.083
C: 6.564 1.767 -0.466  -0.129
C: 5.426 0.727 -0.919  0.009
C: 4.371 1.005 -2.055  0.095
C: 4.453 2.473 -2.774  -0.315
O: 5.042 2.500 -3.895  0.098
O: 3.818 3.576 -2.108  -0.018
C: 4.585 4.795 -2.201  -0.570
Cl: 4.932 5.690 -3.792  0.596
C: 5.119 5.446 -1.011  -0.560
C: 4.922 4.913 0.492  -0.104
Cl: 6.093 7.019 -1.201  0.556
C: 3.304 -0.110 -2.472  -0.030
C: 2.270 0.199 -3.670  -0.151
C: 0.723 -0.134 -3.330  -0.253
C: -0.356 0.812 -4.070  -0.195
C: -1.791 0.008 -4.012  -0.215
C: -2.105 -0.502 -2.509  -0.223
C: -3.650 -0.979 -2.280  -0.198
C: -4.312 -0.324 -0.926  -0.211
C: -5.859 -0.770 -0.737  -0.215
C: -6.459 -0.250 0.705  -0.198
C: -6.912 1.323 0.565  -0.158
C: -5.722 2.342 1.041  -0.209
O: -6.099 3.669 0.500  -0.249
C: -4.944 4.337 -0.076  -0.139
C: 3.377 -1.490 -1.673  -0.335
S: 2.222 -2.919 -2.088  0.791
N: 4.349 -1.733 -0.567  -0.057
C: 4.343 -3.065 0.160  -0.193
C: 3.090 -3.180 1.215  -0.669
C: 3.358 -4.363 2.324  -0.133
Br: 2.681 -1.427 2.109  0.665
C: 5.336 -0.696 -0.185  -0.090
O: 6.298 -0.891 0.884  0.006
H: 10.319 0.292 -0.627  0.072
H: 6.541 2.776 -1.026  0.115
H: 6.499 1.997 0.658  0.120
H: 5.388 5.703 1.216  0.090
H: 5.434 3.911 0.727  0.052
H: 3.810 4.831 0.813  0.101
H: 2.306 1.332 -3.957  0.128
H: 2.599 -0.356 -4.644  0.146
H: 0.614 -0.194 -2.186  0.108
H: 0.526 -1.218 -3.722  0.091
H: -0.083 1.073 -5.170  0.126
H: -0.511 1.763 -3.430  0.116
H: -1.612 -0.955 -4.653  0.116
H: -2.648 0.581 -4.521  0.114
H: -1.458 -1.448 -2.283  0.107
H: -1.790 0.364 -1.796  0.116
H: -3.669 -2.132 -2.086  0.114
H: -4.271 -0.766 -3.225  0.111
H: -4.321 0.823 -1.115  0.106
H: -3.748 -0.626 0.031  0.120
H: -6.016 -1.926 -0.766  0.112
H: -6.568 -0.311 -1.533  0.111
H: -7.349 -0.926 1.045  0.110
H: -5.665 -0.275 1.547  0.101
H: -7.106 1.569 -0.544  0.110
H: -7.847 1.578 1.184  0.114
H: -5.659 2.464 2.184  0.130
H: -4.688 2.020 0.646  0.096
H: -3.973 4.096 0.530  0.097
H: -5.113 5.470 0.028  0.095
H: -4.758 4.109 -1.190  0.092
H: 2.611 -3.418 -3.339  -0.064
H: 5.295 -3.202 0.824  0.145
H: 4.372 -3.967 -0.580  0.140
H: 2.104 -3.490 0.686  0.074
H: 3.392 -5.412 1.852  0.097
H: 4.301 -4.119 2.942  0.090
H: 2.443 -4.314 3.040  0.086
H: 5.836 -0.552 1.709  0.137
C: -5.642 -2.613 5.568  -0.064
C: -5.048 -3.317 4.363  -0.216
O: -3.969 -2.556 3.808  0.022
C: -2.789 -2.669 4.447  -0.578
O: -2.569 -3.351 5.422  0.123
O: -1.899 -1.870 3.826  -0.005
C: -0.617 -1.836 4.451  -0.054
H: -5.922 -1.587 5.314  0.082
H: -6.526 -3.143 5.931  0.083
H: -4.917 -2.552 6.385  0.077
H: -5.809 -3.404 3.582  0.122
H: -4.724 -4.334 4.609  0.125
H: -0.221 -2.844 4.595  0.094
H: -0.682 -1.307 5.404  0.103
H: 0.063 -1.290 3.795  0.048

Output
LUMO energy, eV: -4.8
Net charge: +1
HOMO energy, eV: -10.9126
HOMO-LUMO gap, hartree: 0.2240